{
  "formula": "C44H43LaN8O5S2",
  "method": "the ωB97M-V functional and the def2-TZVPD basis",
  "symbols": ["La", "O", "C", "C", "C", "C", "C", "C", "C", "N", "C", "C", "N", "C", "C", "C", "C", "C", "C", "C", "O", "H", "H", "H", "H", "H", "H", "H", "H", "H", "H", "H", "H", "H", "H", "N", "C", "S", "N", "C", "C", "C", "C", "C", "C", "H", "H", "H", "H", "H", "H", "H", "H", "N", "C", "C", "C", "C", "C", "C", "S", "O", "O", "O", "H", "H", "H", "H", "H", "H", "N", "C", "N", "C", "C", "C", "C", "C", "C", "H", "H", "H", "H", "H", "H", "C", "C", "C", "C", "C", "C", "C", "C", "N", "H", "H", "H", "H", "H", "H", "H", "H", "H"],
  "coordinates": [[-0.628627, 0.327059, 0.438716], [0.240714, -0.928982, 2.275239], [0.294904, -2.076992, 2.828442], [1.099300, -2.287834, 3.990342], [1.206115, -3.513397, 4.591361], [0.491297, -4.622242, 4.101945], [-0.317776, -4.455394, 3.005207], [-0.432803, -3.217164, 2.343970], [-1.334087, -3.128687, 1.226379], [-1.524556, -2.099677, 0.490631], [-2.554385, -2.155708, -0.523651], [-3.694010, -1.206956, -0.123167], [-3.204880, 0.133381, 0.144094], [-3.976749, 1.118132, -0.115012], [-3.745752, 2.512735, 0.174574], [-4.742929, 3.416578, -0.226995], [-4.650402, 4.769658, -0.012976], [-3.515673, 5.266707, 0.640295], [-2.527957, 4.416681, 1.065131], [-2.582692, 3.007838, 0.853761], [-1.623033, 2.267994, 1.278880], [1.663198, -1.442920, 4.365132], [1.877303, -3.626850, 5.435042], [0.591494, -5.587750, 4.581432], [-0.886776, -5.298037, 2.620799], [-1.906665, -4.042929, 1.014760], [-2.964228, -3.168141, -0.645128], [-2.123336, -1.827937, -1.472619], [-4.121325, -1.594640, 0.810460], [-4.481911, -1.218440, -0.889475], [-4.947464, 0.912936, -0.590791], [-5.620201, 3.014440, -0.724836], [-5.436349, 5.439061, -0.338042], [-3.420126, 6.334018, 0.806171], [-1.653852, 4.798443, 1.578943], [1.967972, -2.497935, -1.838103], [1.423254, -3.567307, -1.211893], [0.106014, -4.374166, -1.836829], [2.051733, -4.024756, -0.105319], [3.386467, -3.803454, 0.297023], [4.410919, -3.636738, -0.633513], [5.725892, -3.547301, -0.200468], [6.029859, -3.609085, 1.151046], [5.009464, -3.768081, 2.080396], [3.696954, -3.870859, 1.650823], [1.351687, -1.998288, -2.462705], [2.604485, -1.910665, -1.314065], [1.492388, -4.603713, 0.501538], [4.187140, -3.597445, -1.691739], [6.514591, -3.439850, -0.935460], [7.055782, -3.527607, 1.486543], [5.227426, -3.770482, 3.141848], [2.898684, -3.979236, 2.370471], [1.603695, 1.594726, 1.392147], [2.409579, 1.040414, 2.423327], [3.335040, 0.043853, 2.115453], [4.157779, -0.466525, 3.103935], [4.041971, -0.015887, 4.410070], [3.110969, 0.953009, 4.731180], [2.304974, 1.491952, 3.735393], [5.149810, -0.701647, 5.647205], [6.427348, -0.040584, 5.388814], [5.171030, -2.139040, 5.369885], [4.557069, -0.358371, 6.936186], [1.204483, 2.482503, 1.672291], [2.161339, 1.687607, 0.536803], [3.390278, -0.324508, 1.098329], [4.891450, -1.230958, 2.895706], [3.032617, 1.262528, 5.765575], [1.569990, 2.253296, 3.975810], [3.684950, 0.680361, -3.136958], [2.786195, 1.094772, -2.194840], [3.354209, 1.339641, -1.047278], [4.702539, 1.067375, -1.217605], [5.757287, 1.108333, -0.308074], [7.011311, 0.746214, -0.764583], [7.229362, 0.364892, -2.093503], [6.191291, 0.307643, -3.006724], [4.928982, 0.654194, -2.544303], [3.459360, 0.456931, -4.089239], [1.721141, 1.129967, -2.379490], [5.586441, 1.382688, 0.724267], [7.844483, 0.751163, -0.073552], [8.230283, 0.097421, -2.408507], [6.355785, 0.018740, -4.037661], [0.145034, 3.379278, -1.559975], [-0.233004, 2.658748, -2.825824], [-0.282291, 3.348384, -4.023947], [-0.610955, 2.726475, -5.223972], [-0.930657, 1.371269, -5.190890], [-0.901853, 0.637913, -4.021000], [-1.263263, -0.821189, -4.032452], [-0.499900, 1.236999, -2.762058], [-0.275042, 0.492152, -1.683886], [0.333038, 4.435890, -1.759505], [1.045006, 2.941852, -1.115958], [-0.656084, 3.309704, -0.822008], [-0.052057, 4.411554, -4.030593], [-0.610395, 3.278398, -6.156912], [-1.196324, 0.868229, -6.119041], [-1.148189, -1.260497, -5.026199], [-2.302622, -0.969617, -3.718188], [-0.635578, -1.361562, -3.321856]],
  "atomic_forces_ev_per_a": [[0.4, -0.3, 1.4], [0.1, -0.3, 0.2], [0.1, -0.5, 0.2], [0.1, 0.1, -0.1], [0.0, 0.0, -0.1], [0.1, -0.1, 0.1], [0.0, 0.0, -0.1], [0.2, 0.2, 0.2], [-0.1, 0.1, -0.2], [-0.2, -0.3, 0.1], [-0.3, 0.1, -0.1], [0.0, -0.3, 0.0], [-0.4, 0.2, -0.1], [0.0, -0.4, 0.1], [0.3, 0.4, 0.1], [0.0, -0.1, 0.0], [-0.1, 0.1, 0.0], [-0.1, -0.1, -0.1], [0.1, 0.0, 0.0], [-0.4, 0.3, 0.1], [-0.4, 0.5, 0.1], [0.0, 0.0, 0.0], [0.0, 0.0, 0.0], [0.0, 0.0, 0.0], [0.0, 0.0, 0.0], [0.0, 0.0, 0.0], [0.1, 0.0, 0.0], [0.0, 0.0, 0.0], [0.0, 0.0, 0.0], [0.0, 0.1, 0.0], [0.0, 0.0, 0.0], [0.0, 0.0, 0.0], [0.0, 0.0, 0.0], [0.0, 0.0, 0.0], [0.0, 0.0, 0.0], [0.0, 0.2, 0.2], [0.2, -0.1, -0.4], [-0.4, 0.0, 0.0], [0.1, 0.2, 0.3], [0.2, 0.0, 0.0], [0.0, 0.0, -0.1], [0.0, 0.0, 0.0], [0.1, 0.0, 0.1], [0.0, 0.0, -0.1], [-0.1, 0.1, 0.0], [-0.1, 0.0, 0.0], [-0.1, 0.0, 0.0], [-0.1, -0.1, -0.1], [0.0, -0.1, 0.0], [0.0, 0.1, 0.0], [0.0, 0.0, 0.0], [0.0, 0.0, 0.0], [-0.1, 0.0, 0.1], [0.2, -0.1, 0.1], [0.2, 0.2, 0.1], [-0.1, 0.0, 0.0], [-0.1, 0.1, 0.0], [0.3, -0.2, 0.3], [0.0, 0.0, 0.0], [-0.1, -0.1, -0.1], [0.1, 0.0, 0.1], [-0.1, -0.1, 0.0], [0.0, 0.1, -0.1], [0.0, 0.0, -0.1], [0.1, 0.1, -0.1], [-0.1, 0.1, 0.0], [0.1, 0.0, 0.0], [0.0, 0.0, -0.1], [0.0, 0.1, 0.0], [0.0, 0.0, 0.0], [-0.1, 0.0, -0.1], [0.3, -0.1, 0.0], [-0.1, 0.0, 0.3], [0.0, -0.1, -0.3], [0.0, 0.0, 0.0], [0.0, 0.1, 0.1], [0.0, 0.0, -0.1], [0.0, 0.0, -0.1], [0.0, 0.0, 0.2], [0.0, 0.0, 0.0], [-0.1, 0.1, 0.0], [0.0, 0.0, 0.0], [0.0, 0.0, 0.0], [0.0, 0.0, 0.0], [0.0, -0.1, 0.0], [-0.1, -0.2, -0.2], [0.1, -0.1, 0.2], [-0.1, 0.0, -0.2], [0.0, 0.1, -0.1], [0.0, 0.0, 0.0], [0.0, 0.1, 0.0], [0.1, 0.1, 0.0], [0.3, -0.2, -0.9], [0.2, 0.4, -1.2], [0.0, 0.0, 0.0], [0.0, 0.0, 0.1], [0.0, 0.0, 0.1], [0.0, 0.0, 0.1], [0.0, 0.0, 0.0], [0.0, 0.0, 0.0], [0.0, 0.0, 0.0], [0.0, -0.1, 0.1], [-0.1, -0.1, 0.0]],
  "e_lumo_ev": 3.9,
  "charge": -2,
  "largest_force_ev_per_a": 1.53,
  "gap_ev": 5.44
}

{
  "formula": "C8H22ClIrReSi",
  "method": "the ωB97M-V functional and the def2-TZVPD basis",
  "symbols": ["Ir", "Cl", "C", "H", "H", "H", "Re", "C", "C", "C", "H", "H", "H", "H", "H", "H", "H", "H", "C", "Si", "C", "C", "C", "H", "H", "H", "H", "H", "H", "H", "H", "H", "H", "H"],
  "coordinates": [[0.032852, 0.444036, 0.032614], [-0.315479, 0.933007, -3.604531], [0.890690, 2.086575, 0.672451], [1.220137, 1.963948, 1.716394], [0.218921, 2.950754, 0.571245], [1.771564, 2.219770, 0.020090], [-1.644583, 0.979722, -1.471449], [-2.997316, -0.448671, -2.011100], [-2.150477, 2.950282, -1.492342], [-2.495829, 0.918457, 0.318963], [-2.362682, 3.373757, -0.502568], [-1.340876, 3.504191, -1.988693], [-3.044697, 3.057849, -2.129440], [-3.469292, -0.948640, -1.154096], [-3.776649, 0.031578, -2.625949], [-2.484481, -1.175106, -2.657038], [-2.472725, 1.751401, 1.051311], [-2.845510, -0.014938, 0.780864], [3.166119, -0.426133, 1.199041], [1.660096, -1.491123, 0.825962], [2.130523, -3.304038, 0.827856], [0.280071, -1.097263, 2.075944], [0.961804, -1.017914, -0.862218], [3.595256, -0.729858, 2.160719], [2.953569, 0.651850, 1.236675], [3.917273, -0.599768, 0.415648], [2.618662, -3.573876, 1.773793], [1.249340, -3.948359, 0.691696], [2.833359, -3.498337, 0.006756], [-0.495356, -0.316472, 1.832872], [-0.269327, -2.031646, 2.237717], [0.754712, -0.779493, 3.015252], [1.630797, -0.642680, -1.656500], [0.279531, -1.772862, -1.307937]],
  "atomic_forces_ev_per_a": [[2.9, -1.3, 3.5], [-0.3, 0.1, 0.8], [1.3, 2.0, 0.5], [-0.1, 0.2, -0.2], [0.1, -0.1, 0.2], [-0.1, 0.2, 0.3], [-3.0, 0.8, -6.5], [-0.7, -0.4, -1.0], [-0.8, 1.0, -0.6], [-0.3, 0.2, 3.4], [0.0, 0.0, -0.3], [0.0, -0.1, 0.1], [0.2, 0.2, 0.2], [0.1, 0.1, -0.2], [0.1, -0.3, 0.2], [-0.1, 0.0, 0.1], [-0.1, -0.5, -0.2], [-0.3, 0.3, -0.2], [0.0, -0.1, -0.1], [0.8, 0.3, 0.0], [-0.2, -0.1, 0.2], [0.1, -0.7, 0.4], [0.4, -1.5, -2.1], [0.1, 0.1, -0.1], [0.1, -0.4, 0.0], [-0.1, 0.1, 0.2], [-0.1, 0.0, -0.2], [0.3, 0.1, 0.0], [-0.2, 0.1, 0.2], [-0.1, -0.4, 0.5], [-0.2, 0.3, 0.2], [-0.3, 0.0, -0.2], [0.1, -0.3, 0.5], [0.3, 0.2, 0.3]],
  "e_lumo_ev": [0.3, -3.1],
  "largest_force_ev_per_a": 7.23,
  "gap_ev": [6.58, 6.10],
  "spin_multiplicity": 8
}

{
  "formula": "C3H3MnO2",
  "method": "the ωB97M-V functional and the def2-TZVPD basis",
  "symbols": ["O", "O", "C", "C", "C", "H", "H", "H", "Mn"],
  "coordinates": [[0.064119, 1.391531, 0.008389], [3.404166, -2.154275, -0.138717], [-1.130848, 1.085594, -0.210093], [-1.602268, -0.233848, 0.000635], [2.977944, -1.164483, 0.163173], [-1.827501, 1.854707, -0.574935], [-0.977978, -0.954525, 0.529897], [-2.616394, -0.498510, -0.296044], [1.708759, 0.673809, 0.517695]],
  "atomic_forces_ev_per_a": [[0.3, 0.6, 0.1], [-0.4, 1.3, 0.5], [-1.3, -0.4, -0.3], [-0.4, 0.1, 0.1], [0.3, -1.2, -0.5], [0.4, -0.1, 0.1], [-0.2, 0.0, -0.2], [0.2, -0.1, 0.1], [1.1, -0.2, 0.2]],
  "e_lumo_ev": [-10.1, -11.9],
  "charge": 2,
  "largest_force_ev_per_a": 1.45,
  "gap_ev": [9.74, 9.71],
  "spin_multiplicity": 7
}

{
  "formula": "C15H50N12O10",
  "method": "the ωB97M-V functional and the def2-TZVPD basis",
  "symbols": ["C", "O", "N", "N", "H", "H", "H", "H", "C", "O", "N", "N", "H", "H", "H", "H", "C", "O", "N", "N", "H", "H", "H", "H", "C", "O", "N", "N", "H", "H", "H", "H", "C", "O", "N", "N", "H", "H", "H", "H", "C", "O", "N", "N", "H", "H", "H", "H", "C", "C", "O", "H", "H", "H", "H", "H", "H", "C", "C", "O", "H", "H", "H", "H", "H", "H", "C", "C", "O", "H", "H", "H", "H", "H", "H", "C", "C", "C", "O", "H", "H", "H", "H", "H", "H", "H", "H"],
  "coordinates": [[-3.625979, 1.372554, 2.483926], [-3.813009, 2.439054, 2.960896], [-3.771469, 1.060554, 1.249586], [-3.089619, 0.395874, 3.118416], [-4.350769, 1.711074, 0.738376], [-3.465889, 0.199774, 0.818556], [-2.885479, 0.638924, 4.077246], [-3.113649, -0.552606, 2.772166], [1.132091, -2.506066, -3.746614], [-0.058949, -2.673616, -4.097524], [2.162091, -2.920926, -4.426994], [1.553791, -1.798046, -2.734264], [2.170511, -3.488156, -5.262624], [2.970651, -2.838726, -3.827344], [0.818681, -1.340346, -2.214444], [2.515251, -1.494596, -2.674164], [4.030911, 1.650714, 0.570426], [3.635501, 2.692284, 0.125786], [4.498991, 1.364044, 1.793416], [3.968101, 0.535484, -0.087694], [4.749071, 0.422734, 2.060816], [4.591401, 2.189694, 2.367746], [4.258801, -0.331146, 0.341886], [3.441001, 0.682404, -0.936624], [1.341411, 1.344654, 4.218436], [2.073121, 0.489574, 4.668456], [1.687171, 2.535444, 3.943226], [0.033801, 1.314214, 4.142146], [1.009221, 3.175624, 3.555096], [2.665161, 2.617534, 3.704676], [-0.263709, 0.349104, 4.129926], [-0.366149, 2.041464, 3.566606], [-2.152109, 4.941934, 0.014826], [-1.801019, 5.989904, 0.491226], [-1.914979, 3.737474, 0.517576], [-2.915469, 4.833634, -1.010604], [-1.467719, 3.684214, 1.421576], [-2.336629, 2.962264, 0.026276], [-3.198369, 5.782834, -1.208294], [-3.512249, 4.019224, -0.984384], [2.689331, -2.730706, 1.806646], [3.212491, -3.449256, 2.662476], [1.825121, -1.815736, 2.123666], [2.871801, -2.893066, 0.512486], [1.613671, -1.635706, 3.094736], [1.469121, -1.227156, 1.384116], [3.606261, -3.568926, 0.357966], [2.370521, -2.386086, -0.202914], [-3.668629, -1.183806, -3.696724], [-3.041349, -1.175776, -2.326544], [-1.710349, -0.898366, -2.632934], [-3.142479, -1.764446, -4.454424], [-3.774089, -0.169066, -4.080484], [-4.631439, -1.600436, -3.400874], [-3.257669, -2.122186, -1.830954], [-3.456309, -0.403846, -1.678434], [-1.352129, -1.594176, -3.188914], [0.314561, 1.866434, -0.598664], [-0.096359, 0.656724, 0.294476], [-0.128419, -0.551536, -0.462954], [-0.419929, 1.911444, -1.402784], [1.324471, 1.774704, -0.998384], [0.281451, 2.756634, 0.029466], [-1.148959, 0.800314, 0.538446], [0.431721, 0.575554, 1.244556], [-0.790719, -0.380166, -1.136444], [1.758561, 1.430974, -3.691484], [2.361051, 2.759574, -3.233664], [3.673191, 2.432774, -2.678184], [0.737141, 1.557594, -4.050334], [1.630761, 0.760214, -2.841874], [2.211881, 0.825724, -4.476514], [1.631111, 3.315154, -2.644914], [2.628121, 3.294584, -4.145004], [3.766881, 2.736264, -1.772244], [-1.002239, -4.526116, 2.597436], [-1.545769, -3.231576, 1.990746], [-1.796419, -3.401936, 0.441086], [-2.806709, -2.896746, 2.673056], [-1.492759, -5.499286, 2.618206], [-0.898989, -4.364556, 3.670436], [-0.039869, -4.637696, 2.097936], [-0.813879, -2.425816, 2.047156], [-0.798829, -3.445146, 0.003986], [-2.280759, -2.591606, -0.103774], [-2.235149, -4.393976, 0.333976], [-3.282579, -3.719766, 2.539686]],
  "atomic_forces_ev_per_a": [[0.8, 0.2, 0.9], [-1.1, 3.6, 1.2], [-1.8, 0.2, -6.5], [2.4, -3.3, 3.8], [0.1, -0.4, -0.3], [-0.4, 0.2, 0.3], [0.0, -0.8, 0.1], [0.0, -0.1, 0.6], [-3.9, -0.8, -2.9], [1.2, 0.4, 1.0], [3.0, -1.3, -1.4], [-0.5, 2.1, 3.5], [-0.3, 0.0, 0.4], [0.6, -0.8, -1.2], [0.4, 0.2, 0.6], [-0.5, 0.1, 0.1], [1.1, -2.3, 3.0], [-0.7, 3.1, -1.6], [0.2, 2.5, 1.1], [-0.7, -2.1, -3.3], [0.0, 0.6, 0.4], [0.4, -0.7, 0.6], [-0.5, -0.2, -0.8], [0.2, -1.4, -0.1], [0.1, -2.0, 2.2], [0.6, -1.4, -0.4], [3.9, 5.5, -2.0], [-3.4, -2.5, -0.2], [0.8, 0.2, 0.1], [-0.2, 0.7, 0.2], [-1.1, 0.3, -0.1], [-0.8, -0.9, 0.1], [1.3, 0.1, 3.1], [1.1, 1.3, 0.5], [1.4, -1.8, 1.4], [-2.4, 0.8, -4.1], [-0.5, -0.4, -0.2], [0.5, -0.2, 0.9], [-1.1, -0.4, -0.9], [-0.5, 0.8, -0.7], [0.8, -2.4, 3.0], [0.3, 0.3, -0.8], [-2.4, 3.0, 0.6], [1.5, -0.6, -2.5], [0.2, 0.1, -0.1], [-0.3, 0.0, 0.5], [-0.3, 0.0, -0.8], [0.1, -0.4, 0.1], [-1.9, 0.2, 0.9], [-0.1, -0.1, -1.7], [1.7, 1.0, 2.0], [-0.1, -0.3, 0.4], [-0.1, 0.0, 0.0], [-0.7, -0.1, -1.3], [0.6, -0.2, 0.1], [0.1, 0.3, -0.1], [0.5, -0.6, -0.5], [0.0, -0.9, 1.3], [-0.9, 0.7, -1.1], [1.4, 0.1, 0.9], [0.1, 0.3, -0.1], [0.0, -0.2, 0.1], [-0.1, 0.1, -0.4], [0.0, 0.5, 0.6], [0.4, -0.2, -0.3], [-0.5, -0.6, -0.9], [-0.9, -1.4, -0.1], [1.0, -1.2, -0.1], [-2.2, 0.3, -2.0], [-0.1, 0.7, 0.0], [0.2, 0.2, 0.2], [0.7, 0.6, 0.0], [0.8, 0.1, 0.6], [0.2, 0.3, -0.4], [0.2, 0.9, 2.4], [1.1, 0.9, 0.4], [-2.0, -0.8, -1.4], [1.1, -0.5, 1.3], [1.3, 0.3, -0.7], [-0.8, 0.3, -1.0], [0.6, 0.3, 0.0], [0.3, -0.4, 0.5], [-0.3, 0.1, 0.8], [0.1, -0.2, -0.2], [-0.4, -0.1, 0.6], [-0.4, 0.2, -0.5], [-0.6, 0.1, 0.3]],
  "e_lumo_ev": [-2.8, -9.6],
  "charge": 1,
  "largest_force_ev_per_a": 7.06,
  "gap_ev": [9.19, 2.41],
  "spin_multiplicity": 2
}